58
Properties=species:S:1:pos:R:3 method="wB97M-V/def2-TZVPD" total_charge=0 multiplicity=2 homo_ev="-7.23 / -8.19" e_lumo_ev="-1.740 / -1.845" relative_energy_ev=0.1994
Rh -0.52025 -0.10276 0.26544
O 4.88029 -0.34934 4.44690
C 4.38654 -1.38402 3.97024
O 4.68871 -2.58692 4.05307
C 3.04557 -1.13981 3.22449
C 2.39023 -2.18327 2.61576
C 1.19669 -1.95351 1.94436
N 0.71090 -0.71795 1.80595
C 1.32127 0.30505 2.42204
C 2.47644 0.11979 3.15334
C 0.70195 1.64256 2.23407
C 1.09237 2.75571 2.95532
C 0.44371 3.96036 2.73879
C -0.57529 4.02256 1.81028
C -0.90047 2.87625 1.11048
N -0.27024 1.71982 1.31828
C 0.39820 -3.12454 1.46975
C 0.56507 -4.30577 2.19472
C -0.13368 -5.45127 1.89433
C -1.04477 -5.41204 0.85670
C -1.18869 -4.23940 0.17083
N -0.48622 -3.12677 0.44340
H 2.87625 -3.14929 2.68369
H 3.00655 0.92733 3.64365
H 1.88839 2.68574 3.68241
H 0.73656 4.84103 3.29698
H -1.11189 4.94132 1.61832
H -1.66168 2.85476 0.34095
H 1.23461 -4.30178 3.03892
H 0.01898 -6.34965 2.47815
H -1.64860 -6.26501 0.58115
H -1.86996 -4.12746 -0.65826
C -4.21878 1.71267 -3.29754
C -2.80476 2.25998 -3.05669
C -1.99496 2.16781 -4.35825
C -2.89233 3.72787 -2.61613
C -2.13650 1.46341 -2.00749
C -1.57702 0.78986 -1.16564
H -4.71632 2.28132 -4.08904
H -4.81849 1.78384 -2.38827
H -4.17699 0.66356 -3.59445
H -2.47159 2.76084 -5.14508
H -1.93096 1.13137 -4.69771
H -0.97996 2.54438 -4.20939
H -3.34847 4.33625 -3.40269
H -1.89719 4.12611 -2.40441
H -3.50213 3.82227 -1.71336
C 3.17644 -0.78067 -0.79641
Te 1.66848 0.65084 -1.25187
C 1.05239 -0.26275 -3.06158
H 2.78423 -1.77635 -0.99868
H 3.42599 -0.69089 0.26294
H 4.06433 -0.59439 -1.39532
H 1.68570 0.05923 -3.88375
H 0.01710 0.04280 -3.20882
H 1.09940 -1.34146 -2.93080
S -1.36944 -2.33429 -1.92471
C -0.78572 -1.92533 -0.46930